A cluster of 2 separate species, CH10N4O in total at a distorted geometry, computed with the ωB97M-V functional and the def2-TZVPD basis.

XYZ file:
```
16
Properties=species:S:1:pos:R:3:forces:R:3:lowdin_charge:R:1
O -0.552 1.759 0.129 -0.335 0.113 0.751 -0.221
N -0.134 0.933 -0.999 1.108 0.268 -0.486 -0.345
N 1.257 -0.699 0.505 -3.547 1.100 -1.207 -0.107
N -1.267 0.760 -1.794 0.252 -0.671 -0.319 -0.087
N 1.378 0.002 1.758 -0.193 -0.130 0.428 -0.013
C -0.462 -1.335 0.396 3.315 0.253 0.739 0.070
H 2.290 0.458 1.810 -0.065 -0.273 -0.302 0.083
H -0.342 -2.120 1.139 -0.392 -0.083 -0.095 0.052
H -1.069 1.007 -2.761 0.005 0.129 0.198 0.055
H 1.923 -1.470 0.477 -0.200 0.089 -0.053 0.118
H -1.332 2.245 -0.189 0.336 -0.141 -0.061 0.053
H -0.616 -1.695 -0.617 0.367 0.029 0.055 0.047
H 1.047 0.153 -0.390 -1.328 -1.120 0.126 0.148
H -1.645 -0.202 -1.826 0.108 0.275 0.280 0.038
H 0.706 0.771 1.701 -0.019 -0.150 -0.161 0.056
H -1.183 -0.567 0.661 0.588 0.311 0.107 0.052
```
Forces are in eV/Å.

E   -338.10931 Eh
Relative energy (zero: lowest compared OMol25 entry of this formula, charge and spin)   99.3 kcal per mole
Charge   0